{"formula": "C35H73Br2Cl3FN4O18P4S", "method": "the ωB97M-V functional and the def2-TZVPD basis", "gap_ha": 0.2373, "charge": 1, "e_tot_ha": -11342.1588, "symbols": ["C", "P", "H", "H", "H", "S", "Cl", "O", "Cl", "H", "Br", "H", "H", "H", "O", "O", "H", "H", "H", "C", "H", "C", "C", "H", "C", "C", "H", "O", "C", "H", "F", "O", "C", "O", "C", "O", "H", "H", "O", "H", "C", "H", "O", "H", "H", "C", "O", "H", "P", "Cl", "P", "O", "H", "H", "H", "H", "H", "H", "H", "H", "H", "C", "H", "N", "C", "C", "H", "C", "H", "H", "H", "P", "H", "C", "C", "H", "O", "O", "H", "O", "H", "C", "H", "N", "H", "Br", "H", "H", "H", "H", "O", "C", "H", "O", "H", "H", "C", "C", "C", "H", "H", "H", "H", "C", "N", "O", "H", "H", "C", "C", "H", "H", "C", "H", "H", "H", "H", "C", "H", "H", "H", "H", "C", "C", "H", "C", "N", "H", "C", "O", "H", "H", "C", "H", "H", "C", "H", "C", "H", "C", "H"], "xyz": [[-5.41, 3.76, 6.86], [-3.61, 2.49, -1.47], [-6.45, 2.75, 8.47], [-10.23, 0.41, 7.84], [0.61, 3.03, 0.10], [-3.11, 1.64, 1.76], [-2.31, -2.20, -5.60], [-3.09, 1.40, 3.26], [0.38, -3.66, -4.94], [-5.76, 0.42, 4.71], [-2.41, -1.94, 1.02], [3.31, 6.88, 7.23], [4.94, 5.20, 7.91], [4.54, 6.29, 1.63], [4.92, 5.14, 5.87], [-7.48, 2.57, 6.65], [-5.90, -1.25, 6.68], [-7.26, 4.19, 7.87], [5.96, 4.45, 0.89], [5.45, 6.08, 2.21], [-1.35, 4.00, -0.34], [-5.29, -1.10, -2.03], [-5.64, -2.60, -1.50], [1.44, -7.77, -7.31], [6.47, -7.52, -6.44], [-0.87, -0.12, -0.95], [7.30, -4.21, -10.59], [-4.06, 4.07, -0.92], [0.23, -1.91, -4.49], [-2.69, -2.13, -1.97], [2.43, 0.20, -0.02], [5.53, -6.28, -8.61], [2.57, -6.27, -6.25], [-4.04, -0.63, -1.47], [-5.37, -0.29, 6.72], [3.86, -6.66, -6.73], [-6.11, -0.43, -1.57], [-5.37, -3.41, -2.25], [5.06, 5.30, 3.33], [5.94, -6.34, -10.60], [1.22, -3.00, 0.26], [0.53, -6.29, -6.96], [5.87, 3.47, 4.58], [7.98, -5.48, -9.56], [-4.37, -0.69, 4.85], [-1.40, 1.56, 1.16], [-8.42, 1.32, 8.36], [0.29, 1.23, -5.84], [6.06, 5.16, 4.65], [-4.37, 2.41, -3.46], [-7.77, 0.90, 6.89], [-1.31, 3.79, -1.31], [-5.61, 4.64, 6.24], [-0.07, -1.01, 0.94], [-5.18, -2.76, -0.45], [-4.24, 0.98, 5.40], [7.11, -4.14, -8.82], [6.79, 5.97, 0.52], [-10.30, 1.61, 9.12], [0.49, 2.39, -3.65], [5.81, -8.07, -7.11], [5.20, 5.85, 7.08], [4.40, 2.14, 5.11], [-0.34, 2.88, -3.30], [4.65, 2.18, 2.97], [-0.82, -1.29, 0.10], [-0.71, 3.55, -4.01], [7.91, -7.58, -6.94], [-3.26, -1.07, -3.34], [-5.02, 2.98, 6.20], [5.86, 7.04, 2.51], [4.87, -5.47, -7.31], [-8.80, -1.05, 9.46], [-1.00, 1.41, -0.38], [-0.08, -2.57, -0.63], [-0.92, 2.55, 1.52], [6.08, -6.15, -6.31], [-4.16, 0.77, 1.17], [8.11, -6.80, -7.68], [6.35, 6.66, 4.77], [4.49, 7.72, 6.23], [-9.53, -0.30, 9.76], [8.13, -8.55, -7.37], [-1.09, 0.21, -4.46], [-3.56, 2.98, 1.62], [-1.22, -4.24, -0.61], [0.79, -3.57, 1.17], [-1.36, 2.11, -5.55], [-5.39, -0.99, -3.16], [0.30, -2.32, -1.67], [-8.13, -0.59, 7.00], [-1.37, 0.68, -3.24], [3.79, 3.60, 4.35], [-6.18, 0.72, 7.32], [6.40, -7.99, -5.46], [1.25, -0.24, -3.27], [-0.84, 1.09, -5.67], [-1.70, 2.37, -1.44], [-4.91, 0.12, 5.34], [1.78, -2.10, 0.69], [-6.78, -2.62, -1.38], [-0.87, 0.78, 1.84], [6.27, 6.07, 7.17], [4.38, 7.12, 7.14], [-1.69, -0.25, -2.17], [1.62, 1.23, 1.83], [3.64, 2.01, 2.59], [-4.64, 4.03, 7.59], [-1.00, -1.24, -4.80], [4.60, 2.87, 4.32], [1.89, -3.76, -0.28], [1.94, -1.97, -3.08], [0.55, 1.98, -0.35], [-3.80, 4.70, -1.64], [4.66, 7.73, 7.99], [1.74, -6.33, -8.26], [-1.34, 0.56, -6.57], [1.49, -1.22, -3.82], [5.14, 1.20, 3.06], [-4.51, -0.44, 7.37], [-10.48, -0.80, 9.96], [2.53, -5.20, -6.04], [-9.70, 0.79, 8.72], [1.52, 1.13, 0.61], [0.21, -0.15, -1.40], [6.43, 5.33, 1.33], [-1.39, 2.07, -2.91], [7.29, 4.98, 1.92], [-2.90, -1.02, -2.23], [3.79, -4.75, -8.12], [8.60, -7.41, -6.11], [2.40, -6.79, -5.30], [7.13, -4.80, -9.69], [5.02, -4.93, -10.11], [5.21, 2.75, 2.24], [-6.68, 3.32, 7.56], [1.05, 1.90, -1.38], [5.84, -5.59, -9.81], [2.32, -1.01, -4.60], [1.51, -6.68, -7.25], [-9.16, 0.13, 10.70]], "mulliken_charge": [-0.838, 0.338, 0.296, 0.330, 0.644, 0.833, -0.063, -0.599, -0.138, 0.212, 0.130, 0.291, 0.351, 0.269, -0.360, -0.459, 0.313, 0.418, 0.188, -0.342, 0.486, -0.444, -0.900, 0.320, -0.132, -0.491, 0.386, -0.486, 0.344, -0.024, -0.280, -0.305, -0.245, 0.457, -0.510, -0.390, 0.353, 0.271, -0.294, 0.284, -1.041, 0.326, -0.475, 0.227, 0.409, -1.265, -0.382, 0.271, 1.143, -0.269, 1.177, -0.593, 0.337, 0.435, 0.142, 0.117, 0.259, 0.391, 0.356, 0.225, 0.285, -0.363, 0.464, -0.819, -0.563, -0.730, 0.270, -1.009, 0.392, 0.019, 0.341, 1.164, 0.272, 0.350, 0.538, 0.536, -0.473, -0.454, 0.126, -0.706, 0.269, -1.084, 0.318, 0.797, 0.154, -0.078, 0.391, 0.329, 0.297, -0.467, -0.712, -1.514, 0.303, -0.294, 0.412, -0.063, -0.847, 0.106, -0.667, 0.233, 0.362, 0.308, 0.332, -1.081, 2.036, -0.506, -0.116, 0.313, -0.226, -0.205, 0.372, 0.393, -0.149, 0.385, 0.371, 0.284, 0.323, -0.669, 0.353, 0.275, 0.367, 0.222, -0.360, 0.258, -0.030, -0.940, 0.876, 0.260, -1.137, -0.725, 0.340, 0.382, -0.984, 0.307, 0.141, -0.161, 0.216, -0.285, 0.368, -1.092, 0.293]}